Record 1
51
Properties=species:S:1:pos:R:3:mulliken_charge:R:1 method="wB97M-V/def2-TZVPD" multiplicity=1 e_tot_ha=-1076.5726 orbital_gap_ev=10.216 lumo_ev=0.07 smiles=CC(C)O.CC(C)O.O.O.O.O.O.O.O.O.O
C 14.169 -7.284 -28.860 -1.164
C 15.142 -7.872 -27.781 0.328
C 15.447 -9.331 -28.128 -1.261
O 16.356 -7.211 -27.792 -0.478
H 14.580 -7.474 -29.852 0.319
H 13.943 -6.231 -28.696 0.287
H 13.241 -7.854 -28.817 0.317
H 14.612 -7.868 -26.829 0.376
H 14.544 -9.903 -27.916 0.343
H 16.354 -9.731 -27.673 0.332
H 15.561 -9.429 -29.207 0.325
H 16.754 -7.351 -28.654 0.274
C 12.349 -1.586 -24.739 -1.217
C 12.658 -1.210 -26.249 0.553
C 13.947 -0.404 -26.535 -1.071
O 12.691 -2.407 -27.047 -0.489
H 12.613 -0.781 -24.052 0.344
H 12.978 -2.451 -24.528 0.292
H 11.310 -1.874 -24.580 0.336
H 11.723 -0.705 -26.490 0.174
H 13.979 -0.049 -27.565 0.297
H 14.825 -1.050 -26.502 0.194
H 14.133 0.379 -25.800 0.351
H 11.924 -2.984 -27.018 0.262
O 18.402 -7.099 -30.920 -0.599
H 18.952 -7.513 -31.584 0.302
H 18.714 -6.195 -30.878 0.309
O 19.114 -7.911 -24.326 -0.635
H 18.721 -7.621 -25.149 0.313
H 19.270 -7.103 -23.837 0.321
O 12.360 -5.943 -33.204 -0.634
H 12.466 -6.881 -33.361 0.314
H 13.189 -5.557 -33.486 0.319
O 14.935 -2.875 -30.116 -0.640
H 14.515 -2.209 -30.661 0.307
H 14.419 -2.887 -29.310 0.318
O 16.854 -3.992 -25.524 -0.639
H 16.169 -3.559 -26.034 0.298
H 16.842 -4.900 -25.828 0.331
O 11.745 -9.697 -25.986 -0.596
H 11.449 -9.555 -26.885 0.297
H 11.467 -8.911 -25.515 0.311
O 13.093 -11.997 -23.625 -0.636
H 12.454 -11.734 -22.963 0.313
H 13.024 -11.326 -24.304 0.305
O 20.882 -10.494 -29.041 -0.634
H 20.273 -9.890 -29.466 0.310
H 20.645 -10.459 -28.114 0.322
O 13.989 -7.475 -22.047 -0.633
H 14.666 -7.555 -21.375 0.322
H 13.993 -8.321 -22.494 0.312

Record 2
52
Properties=species:S:1:pos:R:3:mulliken_charge:R:1 method="wB97M-V/def2-TZVPD" multiplicity=1 total_charge=+1 e_tot_ha=-1036.0589 orbital_gap_ev=9.540 lumo_ev=-2.35
C -1.151 0.666 -0.451 -1.484
N -1.709 1.912 0.066 -0.132
C -3.099 1.839 0.540 -0.420
C -4.038 0.868 -0.198 -0.999
C 0.376 0.664 -0.359 0.209
N 0.873 0.109 -1.684 0.178
C 2.533 0.022 0.838 -1.548
C 0.993 -0.133 0.747 -0.184
H -1.519 -0.156 0.133 0.644
H -1.541 0.441 -1.454 0.444
H -1.602 2.615 -0.654 0.225
H -3.048 1.686 1.623 0.171
H -3.624 2.794 0.468 0.482
H -4.700 1.438 -0.842 0.332
H -4.648 0.291 0.490 0.334
H -3.573 0.058 -0.760 0.262
H 0.745 1.669 -0.133 0.256
H 0.640 0.839 -2.347 0.461
H 1.872 0.000 -1.742 0.397
H 0.272 -0.728 -1.783 0.137
H 3.020 -0.516 0.029 0.407
H 2.782 -0.580 1.715 0.505
H 2.785 1.049 1.027 0.251
H 0.711 -1.183 0.876 0.372
H 0.621 0.212 1.713 -0.069
H 2.289 -2.584 -2.600 0.301
H 3.752 -2.445 -2.191 0.301
O 2.982 -1.929 -2.446 -0.604
H 2.928 3.109 0.507 0.290
H 3.056 3.056 -0.948 0.329
O 2.385 3.258 -0.279 -0.611
H -1.806 0.348 3.836 0.270
H -0.670 1.066 3.165 0.235
O -1.045 0.163 3.270 -0.621
H 3.007 2.208 -3.536 0.302
H 1.915 2.792 -2.713 0.294
O 2.237 1.931 -3.017 -0.636
H -0.703 -2.005 -3.548 0.290
H -0.770 -2.749 -2.113 0.315
O -0.236 -2.248 -2.745 -0.670
H 2.577 -4.173 0.675 0.272
H 1.444 -4.697 1.488 0.286
O 1.806 -3.863 1.164 -0.546
H -1.045 -1.639 2.775 0.295
H -0.469 -2.981 2.354 0.304
O -1.098 -2.311 2.067 -0.635
H -1.291 3.378 3.640 0.301
H -1.117 2.985 2.163 0.327
O -0.753 2.836 3.053 -0.678
H -1.707 -2.368 0.334 0.399
H -2.464 -3.349 -0.555 0.283
O -1.987 -2.509 -0.593 -0.625

Record 3
55
Properties=species:S:1:pos:R:3:mulliken_charge:R:1 method="wB97M-V/def2-TZVPD" multiplicity=1 e_tot_ha=-1282.3880 orbital_gap_ev=7.919 lumo_ev=-0.30
C -2.995 2.434 -0.898 -1.123
C -3.428 1.289 0.096 -0.564
C -2.328 0.331 0.279 0.830
C -1.506 -0.172 -0.735 -0.936
N -0.855 -1.319 -0.402 0.534
C -1.136 -1.505 0.992 -1.267
C -2.024 -0.511 1.359 -1.098
H -2.875 2.152 -1.908 0.305
H -3.891 3.124 -0.953 0.381
H -2.204 3.003 -0.421 0.273
H -3.815 1.688 1.022 0.408
H -4.310 0.739 -0.407 0.261
H -1.381 0.242 -1.683 0.517
H -0.276 -1.894 -0.928 0.145
H -0.773 -2.343 1.444 1.120
H -2.536 -0.494 2.407 0.247
H 0.829 2.392 3.698 0.246
H 0.445 1.438 2.804 0.315
O 0.759 2.333 2.824 -0.591
H 0.258 0.591 -4.303 0.305
H 0.946 1.952 -3.952 0.278
O 0.956 0.990 -3.692 -0.750
H -3.780 -2.889 -0.738 0.317
H -3.178 -2.480 -1.973 0.294
O -4.044 -2.461 -1.553 -0.623
H 2.679 -1.279 -3.118 0.354
H 1.346 -0.676 -3.172 0.322
O 1.839 -1.552 -3.001 -0.673
H 2.739 -0.826 2.382 0.323
H 3.160 -2.209 2.860 0.242
O 2.383 -1.578 2.949 -0.514
H 0.492 -0.410 4.714 0.380
H 2.013 -0.107 4.888 0.237
O 1.225 0.286 4.551 -0.637
H 1.801 4.058 0.657 0.340
H 2.363 3.146 1.713 0.322
O 2.708 3.716 1.090 -0.691
H -2.266 -0.179 -3.779 0.366
H -1.511 -1.524 -3.478 0.369
O -1.908 -0.942 -4.211 -0.681
H 1.418 -0.128 0.338 0.163
H 1.679 1.039 1.091 0.201
O 2.040 0.171 0.868 -0.353
H 0.563 1.984 -1.215 0.131
H 1.382 1.121 -2.035 0.257
O 1.333 1.466 -1.138 -0.287
H -0.691 -3.716 -2.897 0.235
H 0.165 -2.501 -3.174 0.331
O -0.637 -2.776 -2.710 -0.571
H 0.383 -1.875 3.148 0.337
H 0.852 -2.327 4.523 0.309
O 0.087 -1.994 4.103 -0.675
H 3.620 2.173 0.252 0.389
H 3.560 0.995 -0.536 0.283
O 4.169 1.597 -0.205 -0.633

no.,strongest force on any atom (hartree/bohr)
1,0.0475
2,0.0479
3,0.1301